Record 1
{"formula": "C5H14N2", "method": "wB97M-V/def2-TZVPD", "species": ["C", "N", "C", "C", "C", "C", "N", "H", "H", "H", "H", "H", "H", "H", "H", "H", "H", "H", "H", "H", "H"], "coordinates": [[-0.405, -0.384, -0.264], [0.603, -1.048, 0.529], [0.030, -2.295, 1.064], [1.048, -0.203, 1.627], [0.089, 0.871, -1.016], [-0.597, 2.150, -0.554], [-0.039, 0.781, -2.454], [-0.732, -1.099, -1.014], [-1.251, -0.058, 0.359], [-0.307, -2.900, 0.222], [-0.852, -2.085, 1.667], [0.755, -2.785, 1.710], [1.480, 0.699, 1.198], [0.233, 0.045, 2.312], [1.818, -0.740, 2.179], [1.170, 0.981, -0.877], [-1.669, 1.994, -0.429], [-0.341, 2.946, -1.251], [-0.247, 2.420, 0.449], [0.229, -0.158, -2.737], [-1.016, 0.868, -2.722]], "lumo_energy_ev": 1.1, "total_charge": 0, "de_lowest_ev": 0.933, "e_homo_ev": -8.64, "smiles": "C[C@H](N)CN(C)C", "gap_ev": 9.74}


Record 2
{"formula": "C5H11N3O", "method": "wB97M-V/def2-TZVPD", "species": ["C", "C", "C", "C", "C", "N", "N", "N", "O", "H", "H", "H", "H", "H", "H", "H", "H", "H", "H", "H"], "coordinates": [[2.464, -0.094, 0.565], [-1.276, 0.278, -1.584], [2.399, -1.231, -1.462], [-1.585, 0.656, 2.139], [-0.883, 0.740, -0.158], [2.684, 0.460, 1.638], [-0.216, 1.814, -0.107], [1.802, -0.398, -0.447], [-1.656, 0.144, 0.786], [-0.726, -0.570, -1.913], [-0.846, 1.163, -2.221], [-2.311, 0.188, -1.670], [2.973, -0.603, -2.192], [3.071, -2.014, -1.009], [1.680, -1.733, -2.123], [-2.364, 1.480, 2.248], [-0.567, 1.139, 2.408], [-1.633, -0.134, 2.798], [2.658, 0.144, 2.606], [-0.117, 2.343, 0.678]], "lumo_energy_ev": 0.6, "total_charge": 0, "de_lowest_ev": 3.356, "e_homo_ev": -9.40, "smiles": "[H]/N=C(/C)OC.CN=C=N", "gap_ev": 10.04}


Record 3
{"formula": "C22H60N2O8", "method": "wB97M-V/def2-TZVPD", "species": ["C", "O", "N", "N", "H", "H", "H", "H", "C", "C", "C", "O", "H", "H", "H", "H", "H", "H", "H", "H", "C", "C", "C", "O", "H", "H", "H", "H", "H", "H", "H", "H", "C", "C", "C", "O", "H", "H", "H", "H", "H", "H", "H", "H", "C", "C", "C", "O", "H", "H", "H", "H", "H", "H", "H", "H", "C", "C", "C", "O", "H", "H", "H", "H", "H", "H", "H", "H", "C", "C", "C", "O", "H", "H", "H", "H", "H", "H", "H", "H", "C", "C", "C", "O", "H", "H", "H", "H", "H", "H", "H", "H"], "coordinates": [[2.106, 4.423, -1.908], [3.335, 4.918, -1.480], [1.728, 3.180, -2.194], [0.961, 5.178, -2.119], [2.567, 2.560, -2.242], [1.258, 2.767, -1.388], [1.320, 6.079, -2.366], [-0.028, 4.872, -2.201], [-0.349, -0.078, 0.150], [-0.134, 1.394, 0.138], [-0.737, 2.051, 1.360], [1.071, 1.826, 0.085], [-1.312, -0.481, 0.472], [0.350, -0.436, 0.984], [0.001, -0.421, -0.781], [-0.640, 1.822, -0.753], [-0.447, 3.157, 1.357], [-0.193, 1.804, 2.302], [-1.786, 1.845, 1.675], [1.582, 1.514, 0.866], [-2.314, 0.029, -2.723], [-0.955, 0.056, -3.512], [-0.407, -1.303, -3.841], [-1.159, 0.680, -4.535], [-3.100, -0.714, -3.010], [-2.826, 1.019, -2.858], [-2.003, 0.049, -1.624], [-0.105, 0.626, -3.132], [0.540, -1.280, -4.332], [-0.907, -1.812, -4.540], [-0.186, -1.948, -2.942], [-1.440, 1.603, -4.373], [4.882, -0.290, -1.334], [3.890, 0.297, -2.369], [2.470, -0.150, -2.011], [3.967, 1.542, -2.512], [4.533, 0.220, -0.433], [5.944, 0.021, -1.438], [4.933, -1.404, -1.311], [4.183, -0.096, -3.371], [2.382, -0.255, -0.888], [2.178, -1.061, -2.312], [1.730, 0.551, -2.387], [4.864, 1.771, -2.693], [-3.967, 1.552, -0.401], [-4.189, 0.264, 0.321], [-5.183, 0.364, 1.494], [-4.248, -0.763, -0.406], [-4.131, 2.306, 0.338], [-4.630, 1.511, -1.301], [-2.931, 1.613, -0.686], [-3.254, 0.141, 0.902], [-4.867, 1.117, 2.186], [-5.283, -0.568, 2.115], [-6.103, 0.668, 1.029], [-4.651, -1.507, -0.001], [3.779, 2.151, 1.650], [3.468, 0.764, 2.183], [2.987, 0.799, 3.650], [2.737, 0.072, 1.500], [3.717, 1.985, 0.545], [4.795, 2.501, 1.818], [3.075, 2.862, 1.962], [4.426, 0.301, 2.082], [2.154, 1.406, 3.946], [3.784, 0.953, 4.395], [2.553, -0.143, 3.803], [2.790, -0.795, 1.861], [-2.058, -2.972, -1.129], [-0.899, -3.920, -0.872], [-0.014, -3.490, 0.271], [-1.188, -5.097, -0.644], [-1.663, -2.082, -1.389], [-2.530, -2.570, -0.156], [-2.791, -3.222, -1.896], [-0.267, -3.872, -1.785], [0.916, -4.160, 0.431], [-0.502, -3.502, 1.282], [0.551, -2.569, 0.069], [-1.609, -5.134, 0.187], [-0.102, -1.798, 3.833], [-1.620, -2.005, 3.981], [-2.421, -1.469, 2.889], [-1.893, -3.242, 3.889], [0.304, -2.471, 3.115], [0.373, -2.013, 4.776], [0.142, -0.818, 3.457], [-1.911, -1.581, 4.938], [-2.153, -1.788, 1.862], [-2.570, -0.425, 2.956], [-3.445, -1.654, 3.113], [-1.225, -3.828, 4.365]], "lumo_energy_ev": 0.3, "total_charge": 0, "de_lowest_ev": 12.186, "e_homo_ev": -8.91, "smiles": "NC(N)=O.CC(C)O.CC(C)O.CC(C)O.CC(C)O.CC(C)O.CC(C)O.CC(C)O", "gap_ev": 9.24}


Record 4
{"formula": "C4H4BrNO2", "method": "wB97M-V/def2-TZVPD", "species": ["C", "C", "C", "C", "N", "O", "O", "Br", "H", "H", "H", "H"], "coordinates": [[0.700, 1.208, -0.046], [0.249, -1.440, -0.101], [-0.743, 0.738, 0.149], [-1.047, -0.748, -0.152], [1.513, 0.155, -0.419], [1.011, 2.346, 0.161], [0.722, -2.379, 0.304], [3.305, 0.054, -0.127], [-1.006, 0.742, 1.152], [-1.574, 1.269, -0.357], [-1.544, -0.795, -1.166], [-1.585, -1.149, 0.602]], "lumo_energy_ev": -0.1, "total_charge": 0, "de_lowest_ev": 1.141, "e_homo_ev": -8.92, "gap_ev": 8.85}


Record 5
{"formula": "C26H30Cl2F3NO", "method": "wB97M-V/def2-TZVPD", "species": ["C", "C", "C", "C", "N", "C", "H", "C", "C", "C", "H", "H", "H", "H", "H", "H", "H", "H", "C", "H", "C", "H", "H", "C", "C", "C", "C", "C", "C", "C", "C", "C", "C", "C", "C", "C", "C", "C", "H", "H", "C", "F", "F", "F", "H", "H", "Cl", "H", "Cl", "H", "O", "H", "H", "H", "H", "H", "H", "H", "H", "H", "H", "H", "H"], "coordinates": [[5.023, 4.012, -1.257], [4.358, 2.795, -1.889], [2.933, 2.561, -1.389], [2.887, 2.207, 0.109], [1.658, 1.635, 0.618], [1.536, 0.194, 0.564], [0.636, -0.079, 1.124], [1.453, -0.472, -0.819], [1.189, -1.969, -0.692], [1.067, -2.637, -2.056], [0.846, -3.696, -1.947], [0.267, -2.178, -2.633], [1.995, -2.536, -2.615], [0.268, -2.127, -0.126], [2.004, -2.432, -0.131], [0.646, -0.017, -1.399], [2.389, -0.324, -1.359], [2.394, -0.224, 1.102], [0.449, 2.370, 0.309], [0.729, 3.394, 0.061], [-0.511, 2.390, 1.513], [-0.220, 1.606, 2.212], [-0.422, 3.343, 2.040], [-1.984, 2.197, 1.102], [-2.198, 0.798, 0.568], [-2.320, 0.637, -0.776], [-2.412, -0.638, -1.391], [-2.504, -0.779, -2.792], [-2.586, -2.011, -3.392], [-2.574, -3.150, -2.585], [-2.480, -3.058, -1.217], [-2.397, -1.805, -0.591], [-2.289, -1.651, 0.840], [-2.263, -2.765, 1.694], [-2.158, -2.614, 3.056], [-2.092, -1.341, 3.630], [-2.113, -0.240, 2.817], [-2.197, -0.357, 1.417], [-2.097, 0.742, 3.257], [-2.028, -1.239, 4.702], [-2.129, -3.807, 3.967], [-2.159, -4.979, 3.317], [-1.023, -3.829, 4.736], [-3.170, -3.820, 4.820], [-2.325, -3.762, 1.291], [-2.469, -3.969, -0.644], [-2.669, -4.699, -3.336], [-2.654, -2.103, -4.464], [-2.505, 0.618, -3.806], [-2.344, 1.503, -1.422], [-2.870, 2.457, 2.173], [-2.751, 3.370, 2.456], [-2.201, 2.903, 0.283], [-0.070, 1.950, -0.564], [3.080, 3.117, 0.690], [3.687, 1.497, 0.331], [2.486, 1.753, -1.967], [2.341, 3.461, -1.574], [4.962, 1.907, -1.686], [4.328, 2.932, -2.973], [6.001, 4.181, -1.703], [5.156, 3.872, -0.188], [4.417, 4.902, -1.417]], "lumo_energy_ev": -0.2, "total_charge": 0, "e_homo_ev": -8.02, "smiles": "CCCCN(CCCC)CC[C@H](O)c1cc2c(Cl)cc(Cl)cc2c2cc(C(F)(F)F)ccc12", "gap_ev": 7.85}


Record 6
{"formula": "C6H14F2FeN3S3", "method": "wB97M-V/def2-TZVPD", "species": ["Fe", "N", "C", "C", "N", "C", "C", "N", "H", "H", "H", "H", "H", "H", "H", "H", "H", "H", "H", "H", "H", "S", "C", "S", "S", "F", "C", "F", "H"], "coordinates": [[-0.935, 1.071, 0.083], [-1.384, -0.962, -1.047], [-0.243, -1.899, -1.166], [1.028, -1.160, -1.588], [1.336, -0.048, -0.734], [2.204, -0.282, 0.411], [1.439, -0.744, 1.642], [0.395, 0.200, 1.911], [-2.137, -1.311, -0.455], [-1.814, -0.711, -1.930], [-0.433, -2.704, -1.884], [-0.096, -2.389, -0.206], [0.880, -0.775, -2.600], [1.872, -1.864, -1.643], [1.631, 0.755, -1.265], [2.692, 0.666, 0.657], [3.008, -1.001, 0.188], [2.155, -0.864, 2.467], [0.986, -1.720, 1.486], [0.757, 1.076, 2.267], [-0.323, -0.136, 2.539], [-5.419, 0.059, 0.406], [-3.848, 0.627, 0.432], [-2.726, 0.305, 1.736], [-3.155, 1.539, -0.886], [-0.151, 4.052, 0.138], [0.355, 2.771, 0.078], [0.516, 2.543, -1.408], [1.410, 2.903, 0.370]], "lumo_energy_ev": [2.7, 2.7], "total_charge": -1, "de_lowest_ev": 0.460, "e_homo_ev": [-3.18, -3.46], "spin_multiplicity": 5, "gap_ev": [5.92, 6.20]}